# 1
ORCA calculation (wB97M-V/def2-TZVPD) on a molecular structure, C27H24ClNO2PRu at a distorted geometry.

Its expectation value of S² is 8.76. Its HOMO energy (spin up / spin down) is -7.07 / -7.08 eV. The calculation puts the electronic energy at -58364.41414 eV. The calculation puts the gap between HOMO and LUMO (spin up / spin down) at 7.7 / 5.2 eV. The value obtained for the lowest unoccupied orbital energy (spin up / spin down) is 0.0247 / -0.0681 Ha. The largest force on an atom comes out at 2.72 eV Å⁻¹. The calculation puts the energy above the lowest of the compared OMol25 structures with the same formula, charge and spin at 0.000 eV.

```
! wB97M-V def2-TZVPD RIJCOSX def2/J DEFGRID3
* xyz 0 6
C -0.95150 -1.76922 2.04350
C -0.79884 -1.51692 0.65609
C 0.59864 -1.60834 0.32932
H -1.57822 -1.29066 -0.06295
C 1.31295 -1.96734 1.53386
C 0.34598 -2.01115 2.61157
H 0.56648 -2.25056 3.64550
H -1.89227 -1.81552 2.58541
H 1.02097 -1.53105 -0.67118
H 2.36702 -2.22129 1.60801
Ru 0.65815 0.21280 1.79024
Cl 2.57972 0.75396 0.91823
P -0.04163 0.40223 -3.16206
C 1.20467 -0.69971 -3.79111
C 0.99891 -1.53021 -4.90549
H 0.06873 -1.45821 -5.47375
C 1.99048 -2.43655 -5.27752
H 1.82781 -3.09396 -6.13039
C 3.18950 -2.50776 -4.55243
H 3.96875 -3.21129 -4.85917
C 3.39174 -1.68895 -3.43592
H 4.32453 -1.75079 -2.86829
C 2.40994 -0.78900 -3.04160
H 2.53487 -0.15473 -2.16133
C -1.69976 -0.11523 -3.57017
C -2.06591 -1.47076 -3.38882
H -1.30347 -2.20292 -3.11162
C -3.38892 -1.85594 -3.56351
H -3.66566 -2.90660 -3.44996
C -4.36615 -0.90496 -3.88102
H -5.40747 -1.21250 -4.01755
C -4.01431 0.44680 -4.01998
H -4.77739 1.18919 -4.25242
C -2.69191 0.84710 -3.86160
H -2.41178 1.89769 -3.95497
C 0.27972 2.09772 -3.61166
C 0.87132 2.44093 -4.84188
H 1.09608 1.66128 -5.57468
C 1.14866 3.77994 -5.11067
H 1.60737 4.05400 -6.06452
C 0.84534 4.77137 -4.16669
H 1.06528 5.81958 -4.39299
C 0.26954 4.42475 -2.93750
H 0.04175 5.19900 -2.20714
C -0.00991 3.09272 -2.64845
H -0.44939 2.78791 -1.70277
O 0.18539 2.19546 4.19212
C -0.64808 2.35647 3.32071
C -1.73489 3.41232 3.19387
C -2.51809 3.05037 1.94464
C -1.72775 1.93025 1.27393
O -1.83980 1.46972 0.14245
N -0.74694 1.53069 2.19058
H -2.37364 3.42090 4.08200
H -1.27012 4.39852 3.09164
H -3.51816 2.68485 2.18908
H -2.61451 3.88542 1.24371
*
```

These are the Mulliken partial charges, in e, on atoms 1 to 2: C -0.659; C 0.072

---

# 2
ORCA calculation (wB97M-V/def2-TZVPD) on 2 unconnected molecules or ions with the total composition C27H24ClNO6 at a distorted geometry.

Its HOMO energy is -7.33 eV. The calculation puts the electronic energy at -54684.47320 eV. The calculation puts the gap between HOMO and LUMO at 6.7 eV. The value obtained for the lowest unoccupied orbital energy is -0.0228 Ha. The largest force on an atom comes out at 1.29 eV Å⁻¹.

```
! wB97M-V def2-TZVPD RIJCOSX def2/J DEFGRID3
* xyz 0 1
C -0.48764 5.27071 3.72421
O -1.62048 4.38260 3.77594
C -1.72999 3.32450 2.92986
C -2.89817 2.51238 3.02704
C -3.11542 1.49852 2.12286
C -2.23199 1.27322 1.03470
C -2.59852 0.28356 0.03829
C -2.19631 0.32200 -1.27315
C -2.52559 -0.83604 -2.13737
O -3.12330 -1.82062 -1.74978
O -2.21363 -0.74293 -3.46797
C -1.33785 0.33726 -3.87962
C 0.10186 0.06689 -3.44945
C -1.46847 0.45410 -5.40308
O -1.82381 1.58268 -3.33933
C -2.02701 1.63495 -1.97653
O -2.16364 2.72453 -1.46437
C -1.03578 2.04384 0.99559
C -0.77054 3.02980 1.92631
H -0.68780 5.98455 4.52299
H 0.45277 4.74325 3.92555
H -0.42854 5.79643 2.76324
H -3.60747 2.73020 3.82851
H -3.99213 0.85289 2.21878
H -3.19954 -0.56767 0.33242
H 0.18332 -0.02322 -2.35656
H 0.43906 -0.86349 -3.93087
H 0.73545 0.89312 -3.80727
H -2.51273 0.64767 -5.66766
H -0.84792 1.27896 -5.76733
H -1.13958 -0.47602 -5.87586
H -0.29970 1.82986 0.21739
H 0.16155 3.59883 1.85669
Cl -5.44025 -4.55927 -1.30745
C -5.98297 -3.08028 -1.98445
C -6.08494 -2.95150 -3.37321
C -6.55518 -1.72209 -3.85478
C -6.84757 -0.68930 -3.00306
N -6.62778 -0.78882 -1.64474
C -6.81468 0.34915 -0.88194
C -6.87590 0.35602 0.52716
C -7.46736 1.56126 1.24464
C -7.29059 1.60615 2.63798
C -7.64846 2.73360 3.38369
C -8.27811 3.81760 2.75446
C -8.56648 3.74450 1.38388
C -8.19583 2.60943 0.64178
O -6.41359 -0.57165 1.23712
C -6.28705 -2.03636 -1.13231
H -5.79431 -3.77055 -4.01746
H -6.67543 -1.55791 -4.92174
H -7.24655 0.27403 -3.32919
H -7.20110 1.20556 -1.44272
H -6.83820 0.75319 3.14988
H -7.42458 2.76160 4.45423
H -8.54722 4.70880 3.32590
H -9.07107 4.58042 0.88471
H -8.46285 2.52767 -0.41325
H -6.21106 -2.13104 -0.06131
*
```

These are the natural (NBO) partial charges, in e, on atoms 1 to 2: C -0.256; O -0.490

---

# 3
ORCA calculation (wB97M-V/def2-TZVPD) on a molecular structure, C27H24F12N6O2PdS.

Its expectation value of S² is 6.06. Its HOMO energy (spin up / spin down) is -8.41 / -8.60 eV. The calculation puts the electronic energy at -88346.91932 eV. The calculation puts the gap between HOMO and LUMO (spin up / spin down) at 8.6 / 5.9 eV. The value obtained for the lowest unoccupied orbital energy (spin up / spin down) is 0.0085 / -0.1009 Ha. The largest force on an atom comes out at 0.38 eV Å⁻¹. The calculation puts the energy above the lowest of the compared OMol25 structures with the same formula, charge and spin at 0.000 eV.

```
! wB97M-V def2-TZVPD RIJCOSX def2/J DEFGRID3
* xyz 0 5
Pd 1.53803 0.41109 0.95353
C -4.73734 1.03134 4.15132
C -3.65969 0.98095 3.10902
C -3.62247 1.89605 2.06082
C -2.60776 1.85314 1.13475
C -1.57302 0.89345 1.21680
N -0.53530 0.96397 0.33334
C -0.72889 1.45556 -0.94189
C -1.83867 1.01475 -1.67850
C -2.00001 1.36462 -3.00307
C -1.06426 2.17488 -3.63627
C -1.19985 2.54209 -5.08651
C 0.01521 2.64434 -2.89007
C 0.20843 2.30821 -1.55886
C 1.29479 2.99999 -0.72378
O 1.65801 2.36707 0.43259
C 0.69996 4.37313 -0.27923
F 1.59090 5.10027 0.39082
F 0.25304 5.11545 -1.30493
F -0.34900 4.15426 0.53182
C 2.60404 3.23575 -1.54488
F 3.61237 3.55962 -0.74421
F 2.94472 2.11992 -2.20397
F 2.49243 4.22146 -2.45887
C -1.60513 -0.04687 2.28310
C -2.64696 0.02428 3.19039
C -0.55887 -1.16895 2.40745
O 0.34948 -1.22289 1.38863
C -1.28096 -2.54808 2.35778
F -2.10106 -2.58631 1.29114
F -2.02494 -2.82635 3.43652
F -0.40479 -3.54956 2.21596
C 0.21516 -1.00458 3.74844
F 0.79286 0.20768 3.76210
F 1.17554 -1.92182 3.86190
F -0.55300 -1.08760 4.84577
H -5.63089 1.52571 3.77283
H -4.39404 1.58786 5.02641
H -5.00818 0.03036 4.48623
H -4.38633 2.65989 1.98316
H -2.55168 2.60085 0.35639
H -2.54788 0.35483 -1.19455
H -2.85755 0.99701 -3.55399
H -2.22864 2.43308 -5.42723
H -0.57232 1.89838 -5.70706
H -0.88492 3.57041 -5.26183
H 0.70737 3.31896 -3.37302
H -2.69557 -0.69102 3.99763
C 2.66651 -3.26761 0.86825
N 1.81543 -3.26210 -0.32218
C 1.35352 -4.58503 -0.72152
C 1.58751 -2.17510 -1.04563
S 2.62661 -0.78856 -0.93139
N 0.57751 -2.16973 -1.93600
C 0.57841 -1.23891 -3.06010
C -0.71749 -2.76514 -1.62659
H 2.19649 -3.91608 1.60704
H 2.74205 -2.27179 1.28556
H 3.66170 -3.63756 0.62097
H 2.17580 -5.28133 -0.55973
H 1.09168 -4.58948 -1.77581
H 0.49977 -4.91341 -0.12664
H 1.57235 -1.16519 -3.49146
H 0.25108 -0.24332 -2.76297
H -0.10655 -1.63277 -3.81121
H -0.73783 -3.09469 -0.59440
H -0.95822 -3.59820 -2.29009
H -1.48058 -1.99308 -1.74395
N 3.36473 0.23626 1.99273
C 4.43022 -0.09026 1.59971
N 5.59078 -0.43355 1.23282
C 5.82791 -1.68746 0.87181
N 6.08829 -2.77251 0.56683
*
```

These are the Mulliken partial charges, in e, on atoms 1 to 2: Pd 0.479; C -1.603

---

# 4
ORCA calculation (wB97M-V/def2-TZVPD) on a single C27H24N4O3 molecule.

The SMILES is CCc1ccc(NC(=O)COc2ccc(/C=C(/C#N)c3nc4ccccc4[nH]3)cc2OC)cc1. Its HOMO energy is -8.06 eV. The calculation puts the electronic energy at -40491.42403 eV. The calculation puts the gap between HOMO and LUMO at 7.3 eV. The value obtained for the lowest unoccupied orbital energy is -0.0273 Ha. The largest force on an atom comes out at 0.99 eV Å⁻¹. The calculation puts the energy above the lowest of the compared OMol25 structures with the same formula, charge and spin at 0.981 eV.

```
! wB97M-V def2-TZVPD RIJCOSX def2/J DEFGRID3
* xyz 0 1
C 7.55688 4.09293 -0.79316
H 8.11618 4.99627 -0.56080
H 8.25638 3.26591 -0.89111
H 7.05508 4.23047 -1.74838
C 6.53496 3.79679 0.30650
C 5.76594 2.54742 -0.01434
C 6.24114 1.30034 0.37069
C 5.56902 0.13859 0.04124
C 4.38950 0.20907 -0.69203
C 3.90213 1.45426 -1.08119
C 4.58675 2.60575 -0.74671
H 4.19676 3.56480 -1.05656
H 2.98210 1.51625 -1.64681
N 3.65439 -0.92366 -1.05620
C 3.85028 -2.21780 -0.70839
O 4.79731 -2.66173 -0.10068
C 2.73433 -3.14011 -1.22270
O 1.53731 -2.48754 -1.58728
C 0.69154 -1.95633 -0.65627
C -0.53700 -1.53733 -1.16316
C -1.49624 -0.95076 -0.36960
C -1.24971 -0.75898 0.99229
C -0.00754 -1.17103 1.50472
C 0.96024 -1.76198 0.71503
O 2.17743 -2.17000 1.18609
C 2.57618 -1.80966 2.48571
H 3.61207 -2.13721 2.55978
H 2.52458 -0.72667 2.63481
H 1.97663 -2.31851 3.24694
H 0.19289 -1.02144 2.55444
C -2.17027 -0.17128 1.92337
C -3.44348 0.30904 1.82028
C -3.98117 0.79222 3.03995
N -4.42842 1.18528 4.02178
C -4.37454 0.42781 0.71823
N -4.19550 0.12653 -0.54362
C -5.36406 0.42243 -1.18204
C -5.71399 0.29341 -2.52328
C -6.98555 0.67752 -2.88790
C -7.89968 1.17954 -1.95636
C -7.57484 1.31612 -0.62234
C -6.29757 0.93214 -0.24649
N -5.63935 0.92414 0.95064
H -6.00259 1.22272 1.84143
H -8.28078 1.70369 0.09657
H -8.88472 1.46698 -2.29235
H -7.29145 0.59092 -3.91991
H -5.00743 -0.09438 -3.23918
H -1.76791 -0.10354 2.93104
H -2.44032 -0.63732 -0.78704
H -0.71413 -1.69017 -2.21620
H 3.08549 -3.61441 -2.14564
H 2.56507 -3.92016 -0.47532
H 2.82151 -0.73250 -1.60034
H 5.94892 -0.82180 0.34636
H 7.15647 1.23425 0.94105
H 5.84923 4.64167 0.39736
H 7.05664 3.67611 1.25805
*
```

These are the natural (NBO) partial charges, in e, on atoms 1 to 2: C -0.592; H 0.207

---

# 5
ORCA calculation (wB97M-V/def2-TZVPD) on a molecular structure, C27H24N6O11OsS2 at a distorted geometry.

Its HOMO energy is -8.39 eV. The calculation puts the electronic energy at -83989.91634 eV. The calculation puts the gap between HOMO and LUMO at 7.4 eV. The value obtained for the lowest unoccupied orbital energy is -0.0369 Ha. The largest force on an atom comes out at 2.38 eV Å⁻¹. The calculation puts the energy above the lowest of the compared OMol25 structures with the same formula, charge and spin at 1.032 eV.

```
! wB97M-V def2-TZVPD RIJCOSX def2/J DEFGRID3
* xyz 0 1
Os -1.32071 -0.53413 0.67636
O 0.87923 4.69333 -1.45109
C 0.45897 3.55077 -0.88136
C 1.31921 2.49179 -0.59312
C 0.77958 1.36298 -0.02932
N -0.51312 1.28542 0.26261
C -1.35820 2.26627 -0.06099
C -0.90691 3.43214 -0.62324
C -2.81090 1.86791 0.04992
O -3.70400 2.63447 -0.17144
O -2.94128 0.56612 0.27792
C 1.48371 0.05404 0.17758
O 2.66756 -0.07468 -0.03066
O 0.66666 -0.90330 0.55032
H 1.82315 4.64791 -1.63653
H 2.37600 2.50345 -0.82881
H -1.60902 4.21225 -0.88290
N 2.91820 5.34975 3.55754
C 1.85120 4.47206 3.52866
C 0.72421 4.74971 2.75362
C -0.34064 3.86753 2.72718
C -0.28537 2.68764 3.45768
C 0.84026 2.39188 4.22484
C 1.89971 3.27362 4.25082
S -1.65760 1.59315 3.42704
O -2.67334 2.22709 2.64199
O -1.92480 1.15818 4.75987
N -1.16924 0.26039 2.57341
C -0.54600 -0.78587 3.17089
N 0.13493 -0.82568 4.31253
C 0.64861 -2.01617 4.59873
C 0.50968 -3.14696 3.79073
C -0.16503 -2.98084 2.60226
N -0.68163 -1.79318 2.31960
H 2.75392 6.28924 3.24242
H 3.56910 5.26562 4.31770
H 0.67550 5.67428 2.18935
H -1.23685 4.10160 2.16848
H 0.86783 1.47131 4.79220
H 2.77753 3.04726 4.84475
H 1.22136 -2.06831 5.51856
H 0.92644 -4.10209 4.06995
H -0.32840 -3.77220 1.88021
C 3.74259 -4.03049 -5.08607
C 2.53822 -3.29304 -4.56832
C 1.25872 -3.60103 -5.02366
C 0.14973 -2.91282 -4.56185
C 0.33158 -1.91081 -3.61577
C 1.59674 -1.58248 -3.14367
C 2.69006 -2.27635 -3.62849
S -1.03714 -0.99236 -3.04088
O -0.64901 -0.39945 -1.75344
O -1.52229 -0.06232 -4.01539
N -2.16312 -2.14025 -2.82319
C -3.42523 -1.58064 -2.25061
C -3.98724 -2.56234 -1.23100
C -2.87449 -3.12636 -0.36863
O -2.55646 -4.29607 -0.43461
O -2.23806 -2.29766 0.42934
H 3.45222 -4.88919 -5.68940
H 4.36470 -4.38514 -4.26344
H 4.35810 -3.37418 -5.70386
H 1.12840 -4.39051 -5.75364
H -0.84153 -3.14308 -4.92819
H 1.72421 -0.81027 -2.39858
H 3.67911 -2.02626 -3.26375
H -1.77338 -2.89233 -2.25427
H -4.12428 -1.40533 -3.06410
H -3.24047 -0.62302 -1.76294
H -4.47116 -3.40404 -1.72236
H -4.71003 -2.03796 -0.60550
*
```

These are the Mulliken partial charges, in e, on atoms 1 to 2: Os 2.369; O -0.584

---

# 6
ORCA calculation (wB97M-V/def2-TZVPD) on a molecular structure, C27H24N6O2Zn.

Its HOMO energy is -14.35 eV. The calculation puts the electronic energy at -89829.82178 eV. The calculation puts the gap between HOMO and LUMO at 7.5 eV. The value obtained for the lowest unoccupied orbital energy is -0.2503 Ha. The largest force on an atom comes out at 0.99 eV Å⁻¹. The calculation puts the energy above the lowest of the compared OMol25 structures with the same formula, charge and spin at 0.474 eV.

```
! wB97M-V def2-TZVPD RIJCOSX def2/J DEFGRID3
* xyz 2 1
Zn -0.16256 0.14218 -0.03207
C 0.86574 -0.19352 4.28828
O 1.36236 -1.29953 3.51642
C 1.01941 -1.08797 2.27653
N 0.28976 -0.05652 2.02095
C 0.03146 0.64045 3.27405
C 0.36504 2.12021 3.24535
C 0.46050 2.82250 2.05310
C 0.70429 4.18506 2.05991
C 0.84020 4.85958 3.26218
C 0.73677 4.16480 4.45541
C 0.49968 2.80141 4.45086
C 1.43530 -1.97412 1.18246
C 2.00707 -3.24113 1.24963
C 2.29206 -3.88207 0.04580
C 2.05278 -3.25129 -1.17327
C 1.48184 -1.98225 -1.13814
N 1.17555 -1.40551 0.01422
C 1.10052 -1.11168 -2.25671
N 0.35636 -0.08064 -2.03898
C 0.08844 0.56229 -3.32324
C 1.01875 -0.23175 -4.27730
O 1.48056 -1.33788 -3.48166
C 0.25916 2.06845 -3.30400
C -0.13404 2.78994 -2.18313
C -0.07052 4.17191 -2.17697
C 0.36993 4.84946 -3.30302
C 0.74821 4.13728 -4.42758
C 0.69306 2.75296 -4.43315
H 1.72487 0.36167 4.67668
H 0.28390 -0.59685 5.11830
H -1.04587 0.55864 3.48322
H 0.34270 2.30002 1.09385
H 0.78931 4.72272 1.12921
H 1.02398 5.92250 3.26936
H 0.83636 4.68355 5.39494
H 0.40837 2.27229 5.38796
H 2.20822 -3.71230 2.19929
H 2.70521 -4.88160 0.05806
H 2.28481 -3.73210 -2.11080
H -0.96994 0.36821 -3.56015
H 1.89818 0.34303 -4.58449
H 0.51309 -0.63244 -5.15568
H -0.52818 2.26233 -1.30305
H -0.38431 4.72435 -1.30563
H 0.41053 5.92754 -3.30627
H 1.08021 4.65762 -5.31140
H 0.97235 2.21919 -5.32868
N -4.33304 -2.31907 2.24188
C -3.75574 -1.89940 1.11751
C -2.58073 -1.10521 1.10902
N -2.03239 -0.69467 -0.02793
C -2.63623 -1.04119 -1.17293
C -3.77958 -1.83710 -1.15098
N -4.31800 -2.27023 -0.03942
H -3.98801 -2.07624 3.15266
H -5.17256 -2.87203 2.16214
H -2.11343 -0.81596 2.03698
H -2.21555 -0.68497 -2.09725
H -4.27441 -2.13658 -2.06200
*
```

These are the natural (NBO) partial charges, in e, on atoms 1 to 2: Zn 1.705; C -0.095

---

> The highest electronic energy belongs to which entry?

C27H24N4O3